No. 1
This record from OMol25 describes 2 unconnected molecules or ions with the total composition CH5N2 at a distorted geometry. The level of theory is the ωB97M-V functional and the def2-TZVPD basis.

ORCA input file:
```
! wB97M-V def2-TZVPD RIJCOSX def2/J DEFGRID3
* xyz 1 1
C 0.389 -0.169 -0.515
N 0.950 -0.260 0.664
N -0.839 0.106 -0.726
H 1.039 -0.372 -1.373
H 1.916 -0.535 0.775
H 0.403 -0.129 1.508
H -1.309 0.306 -1.594
H -1.669 0.980 0.777
*
```

HOMO level (spin up / spin down) = -16.233 / -16.217 eV
F_max = 4.9 eV Å⁻¹
Frontier orbital gap (spin up / spin down) = 8.58 / 8.49 eV

No. 2
This record from OMol25 describes a single C5H10O molecule at a distorted geometry. The level of theory is the ωB97M-V functional and the def2-TZVPD basis.

ORCA input file:
```
! wB97M-V def2-TZVPD RIJCOSX def2/J DEFGRID3
* xyz 0 1
C -1.106 -2.000 1.781
O 0.029 -1.436 0.686
C 0.043 -0.007 0.666
C 0.847 0.476 -0.511
C 0.583 1.850 -1.069
C 0.197 0.630 -1.856
H -1.411 -1.687 0.617
H -0.746 -3.025 1.996
H -0.974 -1.334 2.667
H -0.980 0.419 0.617
H 0.494 0.322 1.611
H 1.884 0.144 -0.504
H 1.433 2.439 -1.404
H -0.214 2.440 -0.620
H -0.862 0.390 -1.938
H 0.781 0.378 -2.738
*
```

SMILES string = COCC1CC1
HOMO level = -9.154 eV
F_max = 4.3 eV Å⁻¹
Frontier orbital gap = 10.27 eV

No. 3
This record from OMol25 describes a molecular structure, C25H27FHfN8O11S4. The level of theory is the ωB97M-V functional and the def2-TZVPD basis.

ORCA input file:
```
! wB97M-V def2-TZVPD RIJCOSX def2/J DEFGRID3
* xyz 0 1
Hf -0.452 -0.103 0.322
N -2.845 -1.957 3.842
C -2.589 -1.900 2.501
S -3.697 -1.148 1.466
N -1.482 -2.519 2.122
N -1.186 -2.341 0.791
C -0.938 -3.416 0.150
C -0.388 -3.353 -1.190
C -0.418 -4.444 -2.056
C 0.068 -4.285 -3.341
C 0.572 -3.049 -3.720
C 0.586 -2.030 -2.783
N 0.122 -2.171 -1.546
H -3.513 -1.277 4.165
H -2.032 -2.064 4.428
H -1.148 -4.372 0.619
H -0.833 -5.386 -1.720
H 0.057 -5.111 -4.040
H 0.979 -2.886 -4.708
H 0.991 -1.054 -3.025
O 0.012 2.256 3.795
S -1.200 1.507 3.486
O -1.843 0.900 4.618
O -0.967 0.536 2.396
C -2.307 2.796 2.917
C -2.999 3.426 3.943
C -3.767 4.553 3.703
C -3.846 5.075 2.422
C -3.175 4.446 1.388
C -2.409 3.311 1.626
S -1.788 2.512 0.164
O -2.399 1.168 0.159
O -2.110 3.357 -0.945
O -0.327 2.216 0.294
H -2.925 3.015 4.940
H -4.300 5.017 4.523
H -4.438 5.957 2.216
H -3.250 4.816 0.375
C 2.600 1.011 3.775
S 1.946 1.560 2.207
C 2.616 3.203 2.107
O 2.899 0.816 1.186
H 3.688 1.047 3.750
H 2.240 -0.009 3.899
H 2.180 1.646 4.550
H 2.135 3.780 2.896
H 2.324 3.587 1.131
H 3.698 3.193 2.217
C -3.198 -1.192 -2.153
C -2.211 -0.172 -2.576
N -1.108 0.180 -1.938
C -0.433 1.071 -2.748
C -1.145 1.276 -3.880
N -2.261 0.480 -3.755
H -3.347 -1.163 -1.070
H -2.832 -2.191 -2.411
H -4.156 -1.040 -2.650
H 0.496 1.516 -2.433
H -0.978 1.916 -4.728
H -3.006 0.384 -4.424
F 3.595 -3.874 -3.849
C 3.815 -2.730 -3.185
C 3.421 -2.591 -1.917
N 3.614 -1.427 -1.213
C 3.227 -1.336 0.187
C 2.104 -0.317 0.505
O 1.217 -0.777 1.422
O 1.425 0.196 -0.533
C 4.284 -0.352 -1.770
O 4.570 0.645 -1.152
N 4.615 -0.520 -3.106
C 4.436 -1.638 -3.916
O 4.767 -1.652 -5.079
H 2.920 -3.393 -1.393
H 4.097 -1.095 0.792
H 2.844 -2.309 0.489
H 5.082 0.270 -3.530
*
```

HOMO level = -7.179 eV
F_max = 0.9 eV Å⁻¹
Frontier orbital gap = 6.72 eV

No. 4
This record from OMol25 describes a molecular structure, C18H17BrCl2N2O2S at a distorted geometry. The level of theory is the ωB97M-V functional and the def2-TZVPD basis.

ORCA input file:
```
! wB97M-V def2-TZVPD RIJCOSX def2/J DEFGRID3
* xyz 0 1
C 1.174 1.953 -1.382
C 0.793 0.609 -2.060
C 0.920 -0.600 -1.057
Br 0.508 -0.116 0.817
C 0.202 -1.856 -1.532
C 0.998 -2.910 -1.913
C 0.475 -4.157 -2.391
N 1.210 -5.217 -2.751
S 0.082 -6.331 -3.172
N -1.311 -5.514 -2.960
C -0.967 -4.299 -2.501
C -1.807 -3.194 -2.116
C -1.263 -2.030 -1.634
C -2.232 -0.909 -1.201
Cl -3.729 -1.695 -0.483
C -2.783 0.004 -2.380
C -2.548 1.508 -2.038
Cl -2.131 -0.463 -4.000
H 1.460 2.719 -2.128
H 0.353 2.349 -0.763
H 2.079 1.787 -0.766
H 1.571 0.421 -2.828
H -0.175 0.620 -2.577
H 1.997 -0.842 -1.059
H 2.088 -2.780 -1.853
H -2.885 -3.340 -2.232
H -1.848 -0.260 -0.405
H -3.875 -0.118 -2.452
H -1.629 1.583 -1.423
H -2.330 2.115 -2.936
H -3.369 1.938 -1.441
C 1.621 3.172 6.018
C 0.439 2.714 5.614
C 0.307 1.925 4.365
O -0.770 1.507 3.994
C 1.541 1.665 3.586
C 2.723 2.124 3.990
C 2.856 2.913 5.238
O 3.933 3.330 5.608
H 1.738 3.751 6.925
H -0.472 2.892 6.170
H 1.422 1.086 2.676
H 3.634 1.945 3.433
*
```

HOMO level = -9.191 eV
F_max = 1.7 eV Å⁻¹
Frontier orbital gap = 7.70 eV